1.
The following is a DFT calculation (ωB97M-V with the def2-TZVPD basis set) of a structure of composition C22H15AsLuO5.

Each line ends with the Löwdin charge.
Element x y z (Å)
O 0.25 -3.16 -4.07  0.24
C 0.28 -2.02 -3.90  0.01
Lu 0.28 0.32 -3.24  1.35
O -2.12 -0.04 -5.78  0.24
C -1.38 0.08 -4.89  0.01
C 2.25 0.04 -4.49  0.03
O 3.24 -0.10 -5.08  0.24
C 0.24 2.69 -3.76  0.05
O 0.15 3.83 -3.87  0.23
O 0.20 0.12 -1.28  -0.67
As -0.02 -0.02 0.45  1.36
C 1.44 -1.18 0.87  -0.32
C 1.11 -2.41 1.48  -0.08
C 2.14 -3.20 1.99  -0.03
C 3.48 -2.81 1.85  -0.02
C 3.79 -1.65 1.13  -0.04
C 2.77 -0.86 0.59  -0.10
C 0.20 1.80 0.96  -0.32
C -0.92 2.48 1.49  -0.08
C -0.76 3.79 1.94  -0.03
C 0.47 4.45 1.82  -0.02
C 1.54 3.80 1.18  -0.04
C 1.39 2.48 0.71  -0.10
C -1.75 -0.78 0.73  -0.33
C -2.46 -1.10 -0.42  -0.12
C -3.78 -1.54 -0.34  -0.04
C -4.38 -1.74 0.91  -0.01
C -3.64 -1.48 2.07  -0.02
C -2.33 -0.98 1.99  -0.07
H 0.07 -2.72 1.54  0.11
H 1.90 -4.11 2.54  0.13
H 4.28 -3.41 2.29  0.13
H 4.82 -1.34 1.00  0.12
H 2.99 0.00 -0.05  0.09
H -1.89 1.98 1.54  0.11
H -1.60 4.31 2.41  0.13
H 0.61 5.46 2.21  0.13
H 2.50 4.30 1.05  0.12
H 2.19 1.99 0.15  0.09
H -1.96 -1.00 -1.38  0.06
H -4.36 -1.72 -1.25  0.12
H -5.41 -2.10 0.98  0.14
H -4.08 -1.66 3.05  0.13
H -1.77 -0.77 2.90  0.13

Output
- multiplicity = 1
- charge = +3
- LUMO (Ha) = -0.4718
- E_HOMO (eV) = -17.272
- orbital gap (eV) = 4.4

---

2.
The following is a DFT calculation (ωB97M-V with the def2-TZVPD basis set) of an isolated molecule of C3H5NO2.

Each line ends with the Löwdin charge.
Element x y z (Å)
N 1.22 0.41 -0.17  0.10
C 0.69 -0.74 -0.60  -0.59
C -0.65 -0.96 0.11  -0.07
O -1.32 0.31 0.10  -0.07
C -0.51 1.30 0.41  0.02
O 1.11 -1.56 -1.41  0.03
H 2.12 0.61 -0.60  0.10
H -1.28 -1.65 -0.42  0.13
H -0.47 -1.27 1.15  0.14
H -1.02 2.25 0.15  0.13
H 0.11 1.30 1.28  0.09

Output
- multiplicity = 1
- LUMO (Ha) = -0.0020
- E_HOMO (eV) = -9.273
- orbital gap (eV) = 9.2

---

3.
The following is a DFT calculation (ωB97M-V with the def2-TZVPD basis set) of a cluster of 6 separate species, C26H63N4O11 in total.

Each line ends with the Löwdin charge.
Element x y z (Å)
N 0.98 2.14 0.65  0.12
C 1.39 1.36 -0.52  -0.44
O 1.97 1.91 -1.51  0.02
C 1.14 -0.20 -0.51  -0.09
C 1.87 -1.00 0.68  -0.13
C 3.31 -0.44 1.09  -0.26
C 4.62 -1.38 0.92  -0.10
N 5.08 -1.61 2.34  0.02
C 4.67 -0.31 2.96  -0.14
N 5.40 0.59 3.61  0.23
N 3.21 -0.27 2.60  0.06
H 1.63 2.95 0.69  0.09
H 1.22 1.60 1.51  0.08
H 1.45 -0.68 -1.50  0.14
H 0.00 -0.36 -0.35  0.11
H 2.04 -2.07 0.29  0.13
H 1.16 -1.09 1.58  0.12
H 3.66 0.58 0.73  0.15
H 4.60 -2.25 0.20  0.15
H 5.40 -0.62 0.56  0.13
H 4.73 -2.46 2.80  0.13
H 5.62 1.49 3.11  0.15
H 5.81 0.45 4.56  0.17
H 2.91 -1.23 2.88  0.12
C 5.70 6.06 -0.16  -0.09
O 5.04 6.53 1.01  -0.19
C 4.04 5.63 1.46  -0.20
C 4.53 4.82 2.66  -0.19
O 5.58 3.93 2.29  -0.23
C 6.86 4.42 2.67  -0.10
H 6.58 6.68 -0.33  0.10
H 6.02 5.02 -0.06  0.08
H 5.04 6.16 -1.03  0.08
H 3.71 4.97 0.65  0.12
H 3.18 6.23 1.78  0.13
H 3.70 4.20 3.02  0.12
H 4.84 5.47 3.48  0.13
H 6.99 4.31 3.75  0.09
H 7.00 5.46 2.38  0.09
H 7.62 3.81 2.16  0.09
C 1.90 10.24 -3.95  -0.11
O 1.16 9.07 -4.28  -0.19
C 1.99 8.00 -4.71  -0.20
C 2.18 6.97 -3.60  -0.20
O 2.92 7.51 -2.51  -0.21
C 2.10 7.87 -1.41  -0.11
H 1.23 10.93 -3.43  0.09
H 2.74 10.01 -3.29  0.08
H 2.26 10.72 -4.85  0.09
H 2.96 8.37 -5.06  0.13
H 1.49 7.52 -5.55  0.12
H 2.76 6.13 -4.00  0.12
H 1.21 6.58 -3.26  0.13
H 1.76 6.97 -0.90  0.08
H 1.23 8.46 -1.74  0.09
H 2.69 8.47 -0.72  0.09
C -5.38 -2.03 -1.39  -0.10
O -5.05 -3.04 -0.45  -0.20
C -3.99 -3.88 -0.89  -0.19
C -2.67 -3.51 -0.22  -0.20
O -2.22 -2.22 -0.64  -0.20
C -2.48 -1.22 0.34  -0.12
H -6.03 -1.31 -0.91  0.10
H -4.49 -1.51 -1.76  0.09
H -5.92 -2.47 -2.24  0.08
H -3.90 -3.85 -1.99  0.13
H -4.25 -4.90 -0.61  0.13
H -1.91 -4.23 -0.53  0.12
H -2.76 -3.56 0.87  0.11
H -1.78 -1.34 1.17  0.08
H -3.51 -1.27 0.71  0.09
H -2.32 -0.25 -0.13  0.09
C -1.01 -5.02 5.29  -0.11
O -0.87 -5.92 4.21  -0.18
C -1.09 -5.29 2.94  -0.20
C 0.23 -5.01 2.23  -0.19
O 0.99 -4.02 2.93  -0.22
C 2.04 -4.59 3.69  -0.11
H -0.62 -5.50 6.19  0.09
H -0.45 -4.10 5.12  0.08
H -2.06 -4.78 5.45  0.09
H -1.68 -4.38 3.06  0.12
H -1.67 -5.99 2.33  0.13
H 0.01 -4.60 1.24  0.11
H 0.81 -5.93 2.10  0.13
H 2.85 -4.91 3.03  0.08
H 1.70 -5.43 4.30  0.09
H 2.43 -3.81 4.36  0.08
C -8.25 -4.93 -1.53  -0.10
O -8.23 -4.51 -2.89  -0.20
C -7.31 -5.26 -3.68  -0.20
C -8.03 -6.30 -4.52  -0.20
O -8.61 -7.32 -3.71  -0.19
C -10.01 -7.14 -3.55  -0.11
H -9.12 -4.48 -1.04  0.09
H -8.34 -6.02 -1.45  0.09
H -7.35 -4.60 -1.02  0.07
H -6.54 -5.72 -3.04  0.12
H -6.81 -4.55 -4.34  0.12
H -7.29 -6.79 -5.17  0.12
H -8.78 -5.83 -5.17  0.13
H -10.53 -7.41 -4.48  0.09
H -10.26 -6.11 -3.28  0.08
H -10.35 -7.80 -2.75  0.09

Output
- multiplicity = 1
- charge = +1
- LUMO (Ha) = -0.2348
- E_HOMO (eV) = -10.306
- orbital gap (eV) = 3.9

---

4.
The following is a DFT calculation (ωB97M-V with the def2-TZVPD basis set) of a cluster of 3 separate species, C25H26NO2 in total.

Each line ends with the Löwdin charge.
Element x y z (Å)
C 4.08 5.02 -0.76  0.12
C 3.67 4.30 0.10  -0.15
C 3.26 3.57 1.28  -0.20
C 2.74 2.16 0.95  -0.18
C 3.77 1.21 0.27  -0.09
C 3.35 0.86 -1.14  -0.10
C 2.10 0.31 -1.33  0.03
N 1.65 -0.01 -2.55  0.13
C 2.40 0.20 -3.65  0.04
C 3.65 0.73 -3.54  -0.13
C 4.49 0.99 -4.74  -0.11
C 4.63 2.26 -5.12  0.09
C 4.16 1.05 -2.26  0.02
C 5.57 1.57 -2.17  -0.48
O 5.86 2.64 -1.75  0.19
O 6.52 0.71 -2.61  0.14
H 4.68 5.49 -1.50  0.04
H 4.05 3.57 2.03  0.13
H 2.42 4.11 1.72  0.12
H 2.43 1.71 1.89  0.11
H 1.84 2.27 0.35  0.11
H 3.71 0.27 0.82  0.13
H 4.79 1.58 0.29  0.12
H 1.45 0.12 -0.50  0.14
H 0.72 -0.40 -2.63  0.19
H 1.96 -0.07 -4.59  0.16
H 5.00 0.19 -5.26  0.12
H 4.42 3.05 -4.41  0.08
H 4.89 2.53 -6.14  0.08
H 6.32 -0.19 -2.31  0.14
C -1.67 -2.54 3.38  -0.08
C -0.44 -1.93 3.18  -0.09
C -0.18 -1.28 1.99  -0.11
C -1.16 -1.22 1.00  -0.11
C -2.39 -1.83 1.20  -0.09
C -2.64 -2.49 2.39  -0.08
H -1.87 -3.06 4.31  0.11
H 0.31 -1.97 3.96  0.11
H 0.78 -0.80 1.83  0.08
H -0.96 -0.70 0.07  0.08
H -3.15 -1.79 0.43  0.10
H -3.60 -2.97 2.55  0.10
C -8.04 -3.07 3.10  -0.09
C -6.81 -2.46 2.90  -0.10
C -6.55 -1.81 1.70  -0.11
C -7.52 -1.75 0.71  -0.10
C -8.75 -2.36 0.92  -0.09
C -9.01 -3.02 2.11  -0.09
H -8.24 -3.59 4.03  0.10
H -6.05 -2.50 3.67  0.10
H -5.59 -1.33 1.54  0.08
H -7.32 -1.24 -0.22  0.10
H -9.51 -2.32 0.15  0.10
H -9.97 -3.50 2.27  0.10

Output
- multiplicity = 1
- charge = +1
- LUMO (Ha) = -0.1718
- E_HOMO (eV) = -10.814
- orbital gap (eV) = 6.1

---

5.
The following is a DFT calculation (ωB97M-V with the def2-TZVPD basis set) of a cluster of 10 separate species, C46H83F6N14O4P in total.

Each line ends with the Löwdin charge.
Element x y z (Å)
C 17.15 -20.46 9.41  -0.09
C 16.76 -19.30 8.59  -0.18
N 16.58 -18.04 9.36  -0.04
C 15.66 -17.88 10.35  -0.02
C 15.73 -16.54 10.69  -0.02
N 16.51 -15.88 9.73  -0.03
C 17.08 -16.81 8.96  0.00
C 16.59 -14.40 9.66  0.00
H 16.30 -20.71 10.07  0.05
H 18.02 -20.19 10.03  0.06
H 17.40 -21.32 8.81  0.09
H 15.83 -19.53 8.09  0.10
H 17.50 -19.06 7.81  0.13
H 14.97 -18.64 10.72  0.11
H 15.23 -16.04 11.51  0.12
H 17.80 -16.75 8.16  0.16
H 16.29 -13.97 10.60  0.08
H 16.05 -14.08 8.74  0.04
H 17.61 -14.12 9.39  0.08
C 20.70 -27.46 10.61  -0.05
C 20.87 -26.36 11.61  -0.17
N 21.30 -24.99 11.17  -0.02
C 22.56 -24.73 10.67  0.03
C 22.52 -23.46 10.10  0.04
N 21.21 -23.02 10.26  -0.12
C 20.50 -23.93 10.90  -0.01
C 20.60 -21.85 9.78  -0.02
H 21.63 -27.60 10.09  0.09
H 19.92 -27.24 9.88  0.09
H 20.47 -28.33 11.21  0.10
H 21.57 -26.68 12.38  0.14
H 19.93 -26.16 12.14  0.13
H 23.44 -25.34 10.58  0.15
H 23.41 -22.98 9.71  0.14
H 19.45 -23.93 11.16  0.17
H 19.91 -21.48 10.56  0.09
H 20.10 -22.06 8.83  0.12
H 21.38 -21.10 9.60  0.11
C 9.74 -16.21 8.84  -0.04
C 11.23 -15.90 9.21  -0.16
N 12.26 -16.61 8.47  -0.02
C 12.28 -17.98 8.25  0.00
C 13.31 -18.25 7.36  0.01
N 13.91 -17.01 7.12  -0.08
C 13.19 -16.04 7.66  0.03
C 14.98 -16.74 6.19  0.00
H 9.36 -17.21 9.11  0.06
H 9.49 -16.08 7.80  0.08
H 9.16 -15.46 9.41  0.09
H 11.40 -16.06 10.28  0.10
H 11.46 -14.85 8.99  0.12
H 11.53 -18.70 8.53  0.12
H 13.65 -19.19 6.95  0.12
H 13.39 -14.99 7.53  0.17
H 15.83 -17.42 6.26  0.08
H 15.32 -15.72 6.44  0.06
H 14.65 -16.72 5.16  0.11
C 11.80 -15.95 15.35  -0.06
C 11.49 -15.56 13.91  -0.15
N 11.23 -16.78 13.14  -0.04
C 12.13 -17.49 12.37  -0.04
C 11.47 -18.55 11.78  0.01
N 10.17 -18.47 12.25  -0.10
C 10.03 -17.39 13.05  0.02
C 9.09 -19.31 11.93  0.00
H 11.98 -15.06 15.99  0.10
H 12.70 -16.54 15.46  0.06
H 11.05 -16.53 15.87  0.08
H 12.32 -15.01 13.43  0.12
H 10.61 -14.88 13.75  0.15
H 13.12 -17.12 12.22  0.11
H 11.73 -19.39 11.14  0.09
H 9.13 -16.99 13.49  0.18
H 9.33 -19.82 11.00  0.10
H 8.17 -18.73 11.73  0.12
H 8.92 -20.09 12.68  0.12
C 24.96 -13.86 8.14  -0.06
C 24.66 -13.01 9.36  -0.15
N 23.48 -12.10 9.24  -0.05
C 23.39 -11.06 8.38  0.03
C 22.09 -10.55 8.51  0.06
N 21.45 -11.38 9.40  -0.09
C 22.29 -12.35 9.80  -0.02
C 20.12 -11.24 9.90  0.01
H 25.74 -14.63 8.30  0.10
H 25.38 -13.15 7.40  0.09
H 24.10 -14.32 7.68  0.07
H 25.57 -12.50 9.68  0.14
H 24.34 -13.65 10.19  0.10
H 24.17 -10.61 7.81  0.15
H 21.67 -9.73 7.98  0.15
H 22.03 -13.13 10.51  0.15
H 19.35 -11.20 9.11  0.09
H 19.95 -10.30 10.43  0.12
H 19.82 -12.07 10.57  0.10
C 14.03 -19.40 14.05  -0.07
C 15.02 -20.40 14.61  -0.18
N 14.86 -21.78 14.19  -0.05
C 14.50 -22.85 14.99  0.01
C 14.37 -23.90 14.18  0.01
N 14.57 -23.47 12.88  -0.09
C 14.81 -22.16 12.89  0.02
C 14.70 -24.26 11.71  0.01
H 13.90 -19.57 12.98  0.05
H 14.34 -18.37 14.23  0.08
H 13.04 -19.53 14.52  0.10
H 15.07 -20.44 15.72  0.14
H 16.03 -20.15 14.28  0.12
H 14.52 -22.81 16.07  0.15
H 14.13 -24.92 14.41  0.14
H 14.96 -21.53 12.00  0.13
H 14.31 -23.70 10.87  0.08
H 14.06 -25.13 11.85  0.12
H 15.70 -24.64 11.51  0.11
C 24.03 -16.81 11.56  -0.05
C 22.72 -16.78 10.70  -0.13
N 21.49 -17.12 11.49  -0.04
C 21.01 -18.41 11.67  0.01
C 19.85 -18.29 12.41  0.03
N 19.61 -16.91 12.56  -0.09
C 20.65 -16.25 12.06  0.00
C 18.55 -16.33 13.29  0.01
H 23.96 -16.41 12.58  0.09
H 24.91 -16.35 11.08  0.09
H 24.35 -17.83 11.75  0.07
H 22.81 -17.42 9.82  0.13
H 22.51 -15.79 10.28  0.10
H 21.55 -19.30 11.40  0.12
H 19.25 -19.07 12.84  0.13
H 20.84 -15.17 12.09  0.18
H 17.57 -16.71 12.98  0.09
H 18.57 -15.25 13.13  0.12
H 18.71 -16.52 14.35  0.12
C 17.09 -12.03 7.51  -0.05
C 15.98 -12.82 6.90  -0.73
O 15.18 -12.24 6.17  0.04
O 15.94 -14.08 7.16  -0.17
H 17.24 -11.10 6.93  0.09
H 18.05 -12.59 7.53  0.06
H 16.80 -11.69 8.50  0.07
C 13.79 -22.09 8.84  -0.01
C 13.40 -21.07 9.88  -0.73
O 14.29 -20.59 10.61  -0.14
O 12.21 -20.69 9.88  -0.05
H 13.71 -21.59 7.88  0.08
H 13.11 -22.96 8.86  0.10
H 14.84 -22.42 8.94  0.06
P 13.12 -12.58 10.85  0.23
F 14.23 -11.86 9.91  -0.16
F 13.33 -13.90 9.88  -0.21
F 14.43 -13.15 11.74  -0.24
F 12.05 -13.38 11.78  -0.18
F 12.86 -11.30 11.75  -0.12
F 11.92 -12.06 9.84  -0.17

Output
- multiplicity = 1
- charge = +4
- LUMO (Ha) = -0.3189
- E_HOMO (eV) = -13.664
- orbital gap (eV) = 5.0

---

6.
The following is a DFT calculation (ωB97M-V with the def2-TZVPD basis set) of a structure of composition C27H43Br2N5O2PSW.

Each line ends with the Löwdin charge.
Element x y z (Å)
W 0.07 0.49 0.31  1.54
Br -0.23 4.52 3.28  0.91
C -1.33 3.01 3.34  -0.59
C -2.37 2.90 4.29  -0.11
C -3.19 1.81 4.34  -0.59
Br -4.55 1.72 5.62  0.92
C -3.01 0.72 3.42  -0.16
C -3.77 -0.46 3.36  0.04
C -3.46 -1.41 2.41  0.00
C -2.42 -1.19 1.51  -0.09
N -1.68 -0.08 1.53  -0.02
C -1.98 0.85 2.48  -0.17
C -1.14 1.98 2.45  -0.37
O -0.21 1.94 1.48  -0.29
H -2.51 3.72 4.99  0.12
H -4.58 -0.62 4.06  0.11
H -4.02 -2.33 2.35  0.13
H -2.18 -1.93 0.76  0.10
C -2.50 2.83 -0.53  -0.21
P -1.61 1.50 -1.38  0.76
C -2.92 0.34 -1.87  -0.23
C -1.12 2.24 -2.97  -0.23
H -3.23 3.27 -1.21  0.08
H -1.81 3.61 -0.20  0.06
H -3.03 2.44 0.34  0.05
H -3.73 0.89 -2.34  0.08
H -3.32 -0.18 -1.00  0.04
H -2.54 -0.39 -2.60  0.02
H -2.02 2.45 -3.56  0.07
H -0.49 1.56 -3.55  0.05
H -0.59 3.18 -2.83  0.05
C 1.56 3.14 -0.52  -0.12
C 2.80 3.78 -1.19  -0.11
N 3.89 2.82 -1.23  -0.15
C 4.21 2.40 0.12  -0.11
C 2.98 1.69 0.77  -0.12
N 1.83 1.71 -0.19  -0.30
C 2.27 0.98 -1.42  -0.15
C 3.52 1.68 -2.04  -0.11
H 0.68 3.18 -1.16  0.08
H 1.30 3.63 0.42  0.11
H 3.12 4.67 -0.65  0.14
H 2.57 4.09 -2.21  0.13
H 4.50 3.27 0.70  0.14
H 5.07 1.72 0.09  0.13
H 2.65 2.20 1.67  0.12
H 3.21 0.65 1.01  0.11
H 1.43 0.96 -2.12  0.09
H 2.52 -0.05 -1.11  0.10
H 3.29 2.03 -3.05  0.13
H 4.36 0.99 -2.11  0.13
C -2.77 -3.32 -3.40  -0.08
C -2.50 -3.42 -1.90  -0.28
C -1.01 -3.52 -1.58  -0.31
S -0.14 -1.99 -2.01  1.10
O 0.05 -1.28 -0.58  -0.71
C 1.54 -2.52 -2.46  -0.31
C 2.46 -3.04 -1.36  -0.26
C 2.10 -4.39 -0.75  -0.08
H -3.84 -3.26 -3.59  0.10
H -2.39 -4.19 -3.93  0.09
H -2.32 -2.42 -3.84  0.06
H -2.96 -4.32 -1.50  0.13
H -2.95 -2.58 -1.36  0.08
H -0.54 -4.31 -2.17  0.11
H -0.80 -3.71 -0.53  0.09
H 1.97 -1.66 -2.97  0.09
H 1.35 -3.28 -3.23  0.12
H 2.57 -2.27 -0.59  0.08
H 3.44 -3.11 -1.83  0.14
H 1.20 -4.35 -0.13  0.05
H 2.92 -4.74 -0.12  0.10
H 1.94 -5.14 -1.52  0.10
N 1.28 -1.94 2.02  0.02
C 1.73 -2.30 3.24  -0.03
C 1.90 -1.16 3.97  0.00
C 1.54 -0.12 3.11  -0.11
N 1.18 -0.60 1.92  -0.12
H 1.10 -2.52 1.23  0.12
H 1.90 -3.34 3.49  0.14
H 2.24 -1.08 4.99  0.13
H 1.52 0.94 3.30  0.12

Output
- multiplicity = 1
- charge = +3
- LUMO (alpha / beta) (Ha) = -0.3471 / -0.3559
- E_HOMO (alpha / beta) (eV) = -15.945 / -16.193
- orbital gap (alpha / beta) (eV) = 6.5 / 6.5

---

So what do the calculations give for max |F|? Going down the list: 7.56, 1.22, 4.35, 1.46, 3.13, 0.57 eV/Å.